Entry 1:
93
Properties=species:S:1:pos:R:3:lowdin_spin:R:1 method="wB97M-V/def2-TZVPD" homo_energy_ev="-18.513 / -18.517" multiplicity=5 total_charge=+4 gap_ev="6.32 / 3.54"
Os -0.079 -0.628 -0.204 1.22
P -0.281 -2.660 -0.906 0.11
P 0.990 0.271 -2.654 0.09
P -1.554 -0.689 1.542 0.09
H -1.429 3.134 -3.910 0.00
C -2.034 3.034 -2.997 0.00
C -1.772 3.695 -1.843 0.00
H -0.855 4.280 -1.616 0.00
C -1.297 -3.003 -2.373 0.04
C 1.399 -3.145 -1.464 0.03
C -0.711 -4.174 0.040 0.02
C 1.366 2.038 -2.977 0.00
C 2.577 -0.427 -3.268 0.02
C -0.143 -0.074 -4.038 0.02
C -2.500 0.866 1.786 0.02
C -0.961 -0.939 3.273 0.03
C -2.932 -1.921 1.546 0.04
H -2.945 2.405 -3.081 0.00
H -2.404 3.512 -0.961 0.00
H -1.176 -4.083 -2.591 0.01
H -0.934 -2.392 -3.205 0.00
H -2.350 -2.760 -2.171 0.01
H 1.624 -4.130 -1.036 0.00
H 2.177 -2.441 -1.120 0.00
H 1.416 -3.205 -2.557 0.00
H -1.106 -4.932 -0.665 0.00
H -1.463 -3.954 0.808 0.00
H 0.183 -4.573 0.536 0.00
H 1.634 2.035 -4.041 0.00
H 2.238 2.366 -2.399 0.00
H 0.503 2.699 -2.801 0.00
H 2.560 -0.250 -4.352 0.00
H 2.711 -1.499 -3.082 0.00
H 3.419 0.122 -2.833 0.00
H 0.215 0.573 -4.848 0.00
H -1.174 0.191 -3.775 0.00
H -0.059 -1.120 -4.354 0.00
H -3.104 0.725 2.693 0.00
H -3.168 1.058 0.943 0.00
H -1.844 1.737 1.906 0.00
H -1.746 -0.586 3.961 0.00
H -0.033 -0.397 3.500 0.00
H -0.783 -2.007 3.449 0.00
H -3.885 -1.377 1.524 0.01
H -2.917 -2.486 2.481 0.00
H -2.931 -2.666 0.732 0.00
C -5.275 0.312 -1.302 0.08
C -6.602 -0.107 -1.611 0.34
C -7.666 0.794 -1.591 0.25
C -7.454 2.152 -1.289 0.10
C -6.140 2.591 -1.040 0.22
C -5.061 1.707 -1.089 0.33
S -4.004 -0.800 -1.109 0.62
H 0.775 0.653 -0.766 0.08
H -6.765 -1.165 -1.792 0.01
H -8.679 0.439 -1.783 0.01
H -8.290 2.859 -1.240 0.00
H -5.954 3.639 -0.785 0.01
H -4.036 2.046 -0.919 0.01
C 3.782 -3.533 3.396 0.00
C 2.457 -3.639 2.961 0.00
C 1.863 -2.582 2.270 0.00
C 2.586 -1.410 1.988 0.00
C 3.917 -1.311 2.430 0.00
C 4.521 -2.371 3.118 0.00
P 1.721 -0.070 1.073 0.06
C 1.501 1.232 2.386 0.04
C 0.604 2.280 2.108 0.02
C 0.370 3.278 3.057 0.00
C 1.090 3.275 4.254 0.00
C 2.025 2.268 4.513 0.00
C 2.217 1.240 3.590 0.01
C 3.198 0.691 0.232 0.01
C 3.239 2.078 0.023 0.01
C 4.323 2.666 -0.628 0.00
C 5.366 1.869 -1.097 0.01
C 5.303 0.482 -0.964 0.00
C 4.216 -0.113 -0.315 0.00
H 4.251 -4.353 3.943 0.00
H 1.872 -4.545 3.155 0.00
H 0.828 -2.673 1.936 0.00
H 4.504 -0.407 2.228 0.00
H 5.567 -2.278 3.428 0.00
H 0.082 2.321 1.143 0.01
H -0.372 4.056 2.849 0.00
H 0.922 4.062 4.988 0.00
H 2.602 2.272 5.437 0.00
H 2.936 0.452 3.801 0.00
H 2.411 2.697 0.373 0.00
H 4.334 3.745 -0.772 0.00
H 6.216 2.330 -1.593 0.00
H 6.093 -0.150 -1.373 0.00
H 4.166 -1.204 -0.224 0.00

=====

Entry 2:
94
Properties=species:S:1:pos:R:3:lowdin_charge:R:1 method="wB97M-V/def2-TZVPD" homo_energy_ev="-13.498 / -13.499" total_charge=+2 gap_ev="5.10 / 6.33"
Y 1.250 -1.229 0.316 0.74
P 3.012 0.100 -0.168 0.91
P -0.329 -2.845 0.356 0.91
N 1.585 -1.952 -1.606 -0.14
C 3.497 -0.467 -1.872 -0.28
H 3.976 0.328 -2.470 0.10
H 4.220 -1.293 -1.744 0.10
C 2.218 -1.012 -2.513 -0.27
H 1.554 -0.153 -2.799 0.12
H 2.478 -1.517 -3.472 0.16
C 0.437 -2.581 -2.234 -0.27
H 0.735 -3.052 -3.198 0.16
H -0.380 -1.858 -2.495 0.12
C -0.125 -3.659 -1.303 -0.28
H 0.626 -4.461 -1.180 0.10
H -1.060 -4.111 -1.679 0.10
C -2.115 -2.267 0.357 -0.52
C -2.424 -1.290 1.505 -0.14
H -3.411 -0.823 1.338 0.10
H -1.673 -0.488 1.573 -0.03
H -2.458 -1.807 2.479 0.09
C -0.104 -4.247 1.594 -0.51
C -0.446 -3.811 3.029 -0.10
H -0.075 -4.562 3.749 0.10
H -1.538 -3.731 3.168 0.08
H 0.004 -2.838 3.284 0.06
C 4.575 -0.123 0.859 -0.52
C 4.435 0.492 2.262 -0.09
H 5.256 0.137 2.912 0.10
H 3.478 0.225 2.738 0.06
H 4.502 1.593 2.219 0.08
C 2.643 1.927 -0.390 -0.50
C 1.921 2.540 0.823 -0.11
H 1.544 3.544 0.559 0.09
H 2.601 2.652 1.684 0.09
H 1.066 1.926 1.143 0.01
C 1.038 -0.689 1.999 -0.46
C -0.764 -5.589 1.233 -0.09
H -1.860 -5.547 1.336 0.07
H -0.528 -5.907 0.204 0.07
H -0.396 -6.375 1.918 0.10
C 5.897 0.283 0.187 -0.09
H 6.745 -0.080 0.796 0.10
H 6.003 -0.150 -0.822 0.07
H 5.995 1.377 0.102 0.07
C 3.825 2.800 -0.839 -0.09
H 3.454 3.789 -1.165 0.10
H 4.532 2.971 -0.009 0.08
H 4.383 2.357 -1.682 0.08
C -3.177 -3.373 0.261 -0.08
H -3.279 -3.914 1.218 0.08
H -4.161 -2.924 0.032 0.10
H -2.953 -4.109 -0.529 0.08
H -2.133 -1.686 -0.586 0.06
H 1.912 1.879 -1.222 0.09
H 0.993 -4.387 1.536 0.09
H 4.581 -1.225 0.972 0.07
O 0.855 -0.287 3.092 0.15
H 3.529 -3.336 0.457 0.10
H 3.260 -3.229 1.206 0.08
C -5.925 1.224 -0.805 -0.06
C -5.138 0.428 -1.637 -0.06
C -3.751 0.390 -1.469 -0.13
C -3.121 1.147 -0.463 -0.35
C -3.940 1.952 0.368 -0.08
C -5.325 1.985 0.194 -0.06
As -1.127 0.978 -0.289 1.37
C -1.089 1.796 -2.113 -0.38
C -0.746 1.066 -3.255 -0.15
C -0.768 1.644 -4.527 -0.06
C -1.163 2.971 -4.685 -0.05
C -1.554 3.708 -3.570 -0.05
C -1.528 3.124 -2.301 -0.09
C -1.172 2.226 1.352 -0.37
C -0.954 3.607 1.143 -0.15
C -0.957 4.528 2.194 -0.05
C -1.178 4.100 3.497 -0.06
C -1.391 2.752 3.749 -0.05
C -1.389 1.824 2.702 -0.11
H -6.999 1.251 -0.932 0.11
H -5.606 -0.164 -2.412 0.11
H -3.163 -0.239 -2.124 0.09
H -3.555 2.564 1.162 0.09
H -5.935 2.603 0.842 0.12
H -0.481 0.048 -3.179 0.04
H -0.491 1.057 -5.393 0.11
H -1.189 3.419 -5.669 0.12
H -1.893 4.730 -3.689 0.12
H -1.887 3.718 -1.486 0.09
H -0.742 3.994 0.170 0.08
H -0.777 5.576 1.997 0.12
H -1.175 4.812 4.313 0.12
H -1.556 2.417 4.766 0.12
H -1.558 0.824 3.028 0.07

=====

Entry 3:
134
Properties=species:S:1:pos:R:3:lowdin_charge:R:1 method="wB97M-V/def2-TZVPD" homo_energy_ev=-9.052 smiles="C[C@H](Br)[C@H](Br)c1c(Cl)c(CCCS)c(PP(=O)(O)O)c2c1C(=O)c1cc(-c3ccncc3)c(Br)c(B(N)O)c1C2=O.C[N+](=O)[O-].C[N+](=O)[O-].C[N+](=O)[O-].C[N+](=O)[O-].C[N+](=O)[O-].C[N+](=O)[O-].C[N+](=O)[O-].C[N+](=O)[O-].C[N+](=O)[O-].C[N+](=O)[O-]" gap_ev=8.02
C 0.956 5.718 0.081 -0.17
C 1.457 4.277 -0.023 -0.75
Br 0.430 3.368 -1.411 0.79
C 1.234 3.510 1.282 -0.70
Br 2.414 4.198 2.667 0.82
C 1.374 2.020 1.201 -0.26
C 2.520 1.379 0.760 -0.52
Cl 3.905 2.322 0.334 0.81
C 2.617 -0.001 0.602 -0.27
C 3.874 -0.630 0.077 -0.20
C 3.782 -1.010 -1.419 -0.25
C 2.932 -0.056 -2.270 -0.51
S 1.326 -0.763 -2.765 0.78
C 1.514 -0.780 0.928 -0.32
P 1.653 -2.583 0.644 0.99
P 1.884 -3.372 2.678 0.31
O 2.081 -2.339 3.707 -0.33
O 3.136 -4.327 2.521 -0.17
O 0.657 -4.331 3.008 -0.15
C 0.365 -0.169 1.409 -0.08
C 0.294 1.208 1.545 -0.03
C -0.993 1.755 2.069 -0.26
O -1.070 2.729 2.781 0.14
C -2.203 1.003 1.675 -0.07
C -3.386 1.673 1.484 0.06
C -4.523 0.983 1.123 -0.20
C -5.746 1.771 0.873 -0.23
C -5.681 2.697 -0.145 -0.01
C -6.803 3.449 -0.454 -0.12
N -7.952 3.358 0.217 0.07
C -7.978 2.460 1.206 -0.14
C -6.935 1.644 1.562 -0.05
C -4.444 -0.402 0.965 -0.51
Br -6.026 -1.294 0.464 0.92
C -3.267 -1.114 1.149 -0.03
B -3.220 -2.701 0.902 -0.66
N -3.633 -3.233 -0.354 0.18
O -2.787 -3.588 1.842 0.14
C -2.141 -0.369 1.521 -0.03
C -0.828 -0.975 1.791 -0.26
O -0.701 -2.063 2.309 0.05
H 1.114 6.101 1.081 0.05
H -0.076 5.803 -0.230 0.07
H 1.559 6.326 -0.570 0.04
H 2.498 4.311 -0.293 0.04
H 0.255 3.771 1.633 0.07
H 4.737 -0.002 0.230 0.08
H 4.061 -1.535 0.648 0.09
H 3.455 -2.037 -1.508 0.06
H 4.793 -0.981 -1.815 0.11
H 3.470 0.124 -3.191 0.02
H 2.735 0.878 -1.764 0.03
H 1.743 -2.020 -2.876 -0.14
H 0.336 -2.947 0.335 -0.05
H 3.721 -4.202 3.285 0.04
H 0.300 -4.747 2.214 0.08
H -3.436 2.741 1.608 0.15
H -4.736 2.796 -0.653 0.09
H -6.760 4.157 -1.266 0.10
H -8.895 2.385 1.768 0.08
H -7.057 0.931 2.358 0.10
H -3.443 -4.221 -0.446 0.08
H -3.274 -2.723 -1.150 0.07
H -2.555 -3.148 2.663 0.07
C -2.244 -5.000 4.712 0.04
N -2.636 -4.661 6.107 -0.45
O -2.393 -5.465 6.981 0.07
O -3.177 -3.588 6.272 0.07
H -1.773 -5.975 4.714 0.10
H -3.147 -4.999 4.109 0.10
H -1.550 -4.234 4.376 0.08
C 2.509 -0.249 4.349 -0.01
N 2.912 1.050 4.959 -0.44
O 2.101 1.951 4.970 0.01
O 4.044 1.124 5.399 0.05
H 1.488 -0.165 3.999 0.09
H 3.190 -0.452 3.528 0.10
H 2.602 -1.017 5.108 0.10
C 4.224 1.238 -6.789 0.07
N 4.712 0.503 -5.592 -0.41
O 5.782 0.826 -5.129 0.09
O 4.000 -0.379 -5.153 -0.01
H 4.965 1.981 -7.055 0.10
H 4.092 0.507 -7.580 0.11
H 3.277 1.698 -6.521 0.11
C 1.680 10.370 0.253 0.05
N 1.544 9.008 -0.335 -0.44
O 2.491 8.254 -0.243 0.06
O 0.488 8.747 -0.868 0.07
H 2.668 10.454 0.689 0.09
H 1.536 11.082 -0.553 0.10
H 0.902 10.478 1.002 0.10
C -2.106 1.266 -3.596 0.04
N -2.848 2.138 -2.649 -0.43
O -3.059 1.673 -1.549 0.06
O -3.176 3.244 -3.021 0.07
H -1.900 0.334 -3.093 0.05
H -2.735 1.116 -4.468 0.10
H -1.190 1.787 -3.861 0.09
C -1.621 -2.622 -5.334 0.07
N -2.002 -1.947 -4.065 -0.43
O -1.122 -1.762 -3.247 -0.07
O -3.160 -1.619 -3.928 0.07
H -0.566 -2.845 -5.284 0.06
H -2.211 -3.529 -5.418 0.11
H -1.846 -1.941 -6.149 0.11
C 5.352 -4.360 6.533 0.06
N 5.738 -5.019 5.254 -0.44
O 6.144 -6.154 5.291 0.10
O 5.620 -4.351 4.240 0.04
H 5.511 -5.067 7.338 0.10
H 5.977 -3.480 6.643 0.10
H 4.307 -4.077 6.449 0.10
C -11.683 1.347 3.223 0.05
N -10.840 0.124 3.105 -0.45
O -11.398 -0.939 2.950 0.08
O -9.639 0.284 3.172 0.05
H -12.722 1.051 3.145 0.09
H -11.467 1.796 4.187 0.10
H -11.397 2.015 2.417 0.09
C 3.159 -2.918 -5.226 0.03
N 2.071 -3.924 -5.374 -0.43
O 1.200 -3.713 -6.201 0.04
O 2.119 -4.891 -4.652 0.08
H 2.979 -2.117 -5.933 0.08
H 3.129 -2.563 -4.199 0.06
H 4.096 -3.427 -5.430 0.10
C 7.261 -2.421 -4.803 0.05
N 7.754 -1.849 -6.088 -0.45
O 6.942 -1.674 -6.974 0.05
O 8.935 -1.600 -6.161 0.08
H 6.194 -2.587 -4.892 0.07
H 7.797 -3.351 -4.639 0.10
H 7.482 -1.702 -4.021 0.10

=====

Entry 4:
104
Properties=species:S:1:pos:R:3:lowdin_charge:R:1 method="wB97M-V/def2-TZVPD" homo_energy_ev=-4.265 total_charge=-1 gap_ev=6.36
Ca -1.734 -0.279 1.366 1.27
Se -4.242 4.641 0.656 0.65
Se -2.368 4.584 1.948 0.65
C -3.005 3.356 3.284 -0.69
C -2.608 3.436 4.612 -0.13
C -3.195 2.559 5.508 -0.09
C -4.145 1.661 5.045 -0.06
C -4.459 1.665 3.693 -0.15
N -3.905 2.503 2.837 0.00
C -3.692 3.568 -0.843 -0.68
C -4.358 3.671 -2.058 -0.12
C -3.856 2.935 -3.116 -0.07
C -2.733 2.144 -2.909 -0.06
C -2.156 2.108 -1.646 -0.15
N -2.637 2.812 -0.633 0.01
H -1.871 4.163 4.920 0.10
H -2.925 2.586 6.555 0.11
H -4.635 0.977 5.721 0.11
H -5.203 0.999 3.277 0.11
H -5.221 4.315 -2.163 0.10
H -4.322 2.998 -4.090 0.10
H -2.297 1.581 -3.718 0.10
H -1.275 1.511 -1.432 0.00
N 1.563 -3.549 1.731 0.03
C 0.573 -2.469 1.742 -0.18
C 1.106 -1.310 2.557 -0.52
O 2.264 -1.565 3.153 0.12
O 0.527 -0.261 2.684 0.01
H 1.116 -4.451 1.834 0.09
H 2.494 -2.491 2.878 0.10
H 2.082 -3.552 0.859 0.06
H -0.350 -2.787 2.240 0.11
H 0.309 -2.067 0.752 0.04
Br -0.045 -1.407 8.930 0.69
C -0.394 -0.496 7.285 -0.67
C 0.016 0.821 7.170 -0.14
C -0.202 1.480 5.973 -0.07
C -0.850 0.835 4.937 -0.06
C -1.263 -0.483 5.075 -0.12
C -1.017 -1.170 6.255 -0.06
C -1.945 -1.149 3.895 -0.68
O -1.742 -2.346 3.687 0.03
O -2.662 -0.392 3.199 -0.23
H 0.512 1.312 7.995 0.09
H 0.147 2.496 5.851 0.11
H -1.028 1.332 3.994 0.11
H -1.286 -2.213 6.344 0.11
C 5.601 -0.748 0.354 -0.03
C 4.950 -0.125 -0.888 -0.65
C 5.497 -0.788 -2.155 -0.03
C 5.263 1.375 -0.923 -0.03
O 3.567 -0.336 -0.770 -0.15
Si 2.370 -0.084 -1.864 -0.15
S 0.589 -0.023 -0.859 0.41
O 2.412 -1.234 -3.067 -0.16
C 1.913 -2.544 -3.064 -0.66
C 2.194 -3.213 -1.718 -0.05
C 2.626 -3.286 -4.206 -0.03
C 0.396 -2.536 -3.301 -0.04
O 2.833 1.259 -2.690 -0.15
C 2.328 1.771 -3.891 -0.65
C 3.063 1.104 -5.059 -0.02
C 2.580 3.284 -3.879 -0.03
C 0.830 1.503 -4.002 -0.05
H 6.671 -0.549 0.356 0.08
H 5.439 -1.823 0.369 0.08
H 5.155 -0.320 1.248 0.08
H 6.571 -0.629 -2.231 0.08
H 5.003 -0.366 -3.024 0.07
H 5.297 -1.858 -2.134 0.08
H 6.332 1.532 -1.057 0.08
H 4.942 1.842 0.005 0.09
H 4.714 1.831 -1.740 0.06
H 3.264 -3.229 -1.521 0.08
H 1.794 -4.224 -1.689 0.09
H 1.717 -2.597 -0.961 0.02
H 3.695 -3.339 -4.010 0.08
H 2.478 -2.743 -5.137 0.08
H 2.230 -4.293 -4.314 0.08
H -0.080 -1.951 -2.514 0.02
H 0.007 -3.551 -3.285 0.08
H 0.162 -2.079 -4.260 0.08
H 4.130 1.311 -5.015 0.08
H 2.674 1.458 -6.011 0.08
H 2.916 0.031 -4.979 0.07
H 3.639 3.488 -3.746 0.08
H 2.036 3.730 -3.051 0.09
H 2.247 3.734 -4.811 0.08
H 0.667 0.434 -4.099 0.07
H 0.404 2.027 -4.853 0.09
H 0.342 1.832 -3.089 0.05
C -4.843 -2.498 -1.482 -0.12
C -4.348 -1.620 -0.319 -0.57
C -4.889 -0.208 -0.525 -0.11
C -2.828 -1.630 -0.239 -0.33
H -5.933 -2.515 -1.531 0.06
H -4.488 -3.522 -1.371 0.06
H -4.464 -2.099 -2.422 0.07
H -4.762 -2.027 0.613 0.12
H -4.448 0.227 -1.422 0.06
H -4.630 0.422 0.327 0.05
H -5.973 -0.225 -0.646 0.07
H -2.432 -1.328 -1.212 0.00
H -2.505 -2.665 -0.075 0.01